Entry 1:
A cluster of 7 separate species, C24H52N2O12 in total at a distorted geometry. Source: the OMol25 dataset; level of theory: the ωB97M-V functional and the def2-TZVPD basis.

## Properties
SMILES string	C[N+](=O)[O-].C[N+](=O)[O-].c1ccccc1.COCCOC.COCCOC.COCCOC.COCCOC
E	-53270.66407	eV
spin multiplicity	1
energy above the lowest of the compared OMol25 structures with the same formula, charge and spin	0.0	kcal/mol
HOMO level	-9.128	eV

Each line ends with the Löwdin charge.
Positions of all 90 atoms, in Å:
C (0.102641, 6.206269, 2.884296)  0.048
N (0.244663, 4.732243, 2.985724)  -0.435
O (0.609710, 4.172141, 1.965245)  0.055
O (-0.019156, 4.167676, 4.016417)  0.079
H (0.075519, 6.497123, 1.840930)  0.093
H (0.973187, 6.673496, 3.337996)  0.104
H (-0.831330, 6.486386, 3.363713)  0.100
C (-0.456341, 1.179158, 0.484847)  0.042
N (-0.354168, -0.272596, 0.746582)  -0.411
O (0.005312, -0.651658, 1.843852)  0.066
O (-0.560333, -1.009754, -0.196514)  0.042
H (0.117063, 1.763697, 1.198714)  0.079
H (-1.486066, 1.516974, 0.555387)  0.090
H (-0.049119, 1.327286, -0.512098)  0.082
C (4.537717, 0.510613, 0.554117)  -0.089
C (3.262646, -0.033157, 0.511193)  -0.100
C (3.041251, -1.401477, 0.562935)  -0.075
C (4.163641, -2.234203, 0.524663)  -0.106
C (5.447664, -1.737451, 0.473072)  -0.095
C (5.623688, -0.346303, 0.473261)  -0.095
H (4.650009, 1.584944, 0.608102)  0.102
H (2.392746, 0.614419, 0.532430)  0.092
H (2.043550, -1.814876, 0.589756)  0.090
H (4.012577, -3.305250, 0.627480)  0.101
H (6.346100, -2.333806, 0.402891)  0.099
H (6.644085, 0.018676, 0.507520)  0.097
C (3.767475, -4.440750, -2.532597)  -0.112
O (3.314677, -4.444001, -3.868843)  -0.177
C (2.645346, -3.268810, -4.258014)  -0.209
C (1.270438, -3.157949, -3.625147)  -0.205
O (0.488148, -2.223652, -4.353989)  -0.169
C (-0.269693, -1.380082, -3.518231)  -0.115
H (4.150252, -5.446043, -2.358876)  0.090
H (2.977916, -4.263794, -1.797157)  0.077
H (4.574266, -3.718858, -2.376396)  0.086
H (2.544095, -3.272781, -5.346444)  0.130
H (3.235169, -2.365304, -4.058002)  0.111
H (1.423301, -2.853600, -2.583254)  0.111
H (0.752286, -4.119617, -3.626346)  0.136
H (-0.736777, -0.649427, -4.185862)  0.093
H (0.310217, -0.821921, -2.777537)  0.062
H (-1.081912, -1.875657, -2.973090)  0.073
C (2.727421, 4.773720, -1.273246)  -0.107
O (2.120095, 3.540230, -1.572818)  -0.186
C (2.104609, 3.258750, -2.952755)  -0.220
C (1.270319, 2.011822, -3.124977)  -0.186
O (1.758571, 0.894121, -2.385733)  -0.234
C (2.997636, 0.389827, -2.832539)  -0.102
H (2.606736, 4.987856, -0.212335)  0.077
H (2.247990, 5.592325, -1.820006)  0.088
H (3.801033, 4.712170, -1.481231)  0.091
H (3.142515, 3.144114, -3.292328)  0.123
H (1.677870, 4.065259, -3.562361)  0.128
H (1.153725, 1.657386, -4.154023)  0.129
H (0.292804, 2.189026, -2.674465)  0.124
H (3.078512, -0.584881, -2.351722)  0.079
H (3.885621, 0.995612, -2.639551)  0.089
H (2.928281, 0.201667, -3.914645)  0.095
C (-3.698332, -0.957920, -1.135063)  -0.092
O (-4.137199, -2.232966, -0.673688)  -0.173
C (-3.143512, -2.879019, 0.097931)  -0.218
C (-3.660154, -4.218168, 0.603708)  -0.220
O (-4.106831, -5.002682, -0.475911)  -0.166
C (-4.838129, -6.112269, 0.000116)  -0.119
H (-4.617706, -0.518137, -1.514846)  0.093
H (-2.980162, -1.097882, -1.949297)  0.073
H (-3.189011, -0.383120, -0.358703)  0.061
H (-2.772369, -2.246861, 0.908993)  0.115
H (-2.278643, -3.055836, -0.552474)  0.117
H (-4.414143, -3.964325, 1.359814)  0.126
H (-2.873090, -4.779102, 1.117721)  0.127
H (-5.123770, -6.688041, -0.880498)  0.087
H (-5.767871, -5.770496, 0.467260)  0.088
H (-4.297574, -6.765680, 0.690241)  0.086
C (-4.122876, 0.603223, 2.470413)  -0.079
O (-2.853348, 1.228938, 2.334572)  -0.215
C (-2.178844, 1.446546, 3.560208)  -0.203
C (-2.751512, 2.571608, 4.380912)  -0.201
O (-4.028728, 2.195627, 4.886571)  -0.210
C (-4.481840, 3.064727, 5.894647)  -0.113
H (-4.877051, 1.303427, 2.840383)  0.082
H (-4.033457, -0.208802, 3.195223)  0.097
H (-4.466604, 0.282518, 1.488996)  0.077
H (-1.175900, 1.744086, 3.249127)  0.105
H (-2.041746, 0.499287, 4.087767)  0.136
H (-2.895821, 3.407515, 3.685970)  0.132
H (-2.139338, 2.831442, 5.247649)  0.121
H (-3.831900, 2.944178, 6.774867)  0.088
H (-5.483574, 2.812451, 6.231976)  0.086
H (-4.435161, 4.108401, 5.567425)  0.088

Atoms 1-3, force components in eV/Å:
-0.2 0.4 0.0
0.1 -0.2 -1.1
0.1 -0.1 0.1

=====

Entry 2:
A structure of composition C24H52N3O12 at a distorted geometry. Source: the OMol25 dataset; level of theory: the ωB97M-V functional and the def2-TZVPD basis.

## Properties
E	-54744.08671	eV
charge	-1
spin multiplicity	1
energy above the lowest of the compared OMol25 structures with the same formula, charge and spin	522.1	kcal/mol
HOMO level	-3.796	eV

Each line ends with the Löwdin charge.
Positions of all 91 atoms, in Å:
O (-0.770703, 0.613241, 0.477418)  0.002
H (-0.521508, 1.537117, 0.554790)  -0.139
H (-0.305796, 0.163306, 1.186658)  -0.108
H (-1.726431, 0.537833, 0.527391)  -0.062
C (1.444344, -0.125636, 1.022753)  -0.050
C (0.654432, 0.283710, 2.249837)  -0.133
C (1.449960, 1.111804, 3.288753)  -0.329
O (0.905086, 1.838029, 4.124705)  -0.013
C (2.914897, 1.057832, 3.291084)  0.004
C (3.583870, 0.441735, 2.246572)  -0.358
C (2.807036, -0.140014, 1.050791)  -0.237
O (3.342319, -0.364981, -0.129031)  -0.089
O (4.869617, 0.379012, 2.366750)  -0.072
O (-0.577217, 0.099650, 2.294503)  -0.084
H (0.906213, -0.600390, 0.215644)  0.043
H (3.462486, 1.410050, 4.152751)  0.105
O (-0.815606, -1.027867, 3.759542)  -0.018
H (-0.826669, -1.888737, 3.341215)  -0.015
H (-0.526628, -0.429810, 3.070304)  -0.337
C (2.162106, -0.312890, -6.327854)  -0.127
O (2.044425, -1.701341, -6.084741)  -0.214
C (2.845904, -2.166939, -4.946080)  -0.167
C (2.126562, -2.084686, -3.562487)  -0.166
N (2.126669, -0.713452, -3.030973)  -0.026
C (1.789008, -0.597818, -1.605575)  -0.225
C (0.240642, -0.627517, -1.500381)  -0.223
O (-0.325699, 0.254415, -2.445192)  -0.176
C (-1.751737, 0.227564, -2.592430)  -0.058
H (1.960038, 0.279537, -5.435503)  0.064
H (1.566875, 0.177541, -7.098098)  0.077
H (3.180098, -0.186841, -6.696525)  0.079
H (3.828497, -1.722506, -5.104539)  0.113
H (3.057594, -3.208611, -5.187370)  0.103
H (2.736221, -2.672692, -2.876445)  0.117
H (1.078043, -2.381277, -3.589641)  0.117
H (1.242619, -0.373808, -3.381936)  0.053
H (2.253354, 0.278485, -1.153263)  0.051
H (2.166002, -1.376920, -0.943018)  0.114
H (-0.029100, -0.379082, -0.473914)  0.036
H (-0.300354, -1.568828, -1.597149)  0.121
H (-2.255387, -0.609602, -3.075754)  0.088
H (-2.252930, 1.091948, -3.028034)  0.088
H (-2.215965, 0.324858, -1.611042)  0.056
C (1.401425, 2.574790, -3.369232)  -0.119
O (1.171491, 3.059328, -2.061651)  -0.153
C (1.646668, 2.144282, -1.078699)  -0.180
C (1.292103, 2.671750, 0.321553)  -0.118
N (-0.123941, 2.628300, 0.560817)  0.042
C (-0.481435, 3.347761, 1.813774)  -0.092
C (-2.006531, 3.246665, 2.032571)  -0.154
O (-2.281120, 1.865014, 2.101995)  -0.216
C (-2.435418, 1.217521, 3.346132)  -0.037
H (1.136115, 1.532448, -3.545913)  0.049
H (2.454394, 2.616559, -3.647816)  0.087
H (0.955732, 3.144900, -4.184363)  0.082
H (2.722148, 2.056376, -1.232745)  0.149
H (1.193066, 1.158602, -1.182494)  0.071
H (1.765787, 3.646003, 0.442175)  0.135
H (1.804727, 1.994630, 1.004790)  0.099
H (-0.492979, 3.171813, -0.206329)  0.157
H (-0.191443, 4.397284, 1.763571)  0.124
H (-0.039672, 2.951277, 2.727965)  0.101
H (-2.604433, 3.784928, 1.297116)  0.110
H (-2.126685, 3.721176, 3.006483)  0.124
H (-2.496571, 0.175430, 3.032447)  0.071
H (-3.327813, 1.435122, 3.932963)  0.097
H (-1.555070, 1.467309, 3.938329)  0.104
C (-1.271056, -4.763314, 3.612661)  -0.074
O (-1.056337, -3.453455, 3.034478)  -0.231
C (-0.321360, -3.618512, 1.801347)  -0.145
C (0.142606, -2.253944, 1.157664)  -0.112
N (-0.952206, -1.486550, 0.535726)  -0.079
C (-2.145691, -1.325246, 1.397906)  -0.115
C (-3.225854, -0.612645, 0.603975)  -0.100
O (-2.887547, 0.772708, 0.295096)  -0.251
C (-4.012069, 1.524428, -0.114416)  -0.038
H (-1.885870, -4.852357, 4.508309)  0.087
H (-0.333948, -5.245598, 3.890754)  0.084
H (-1.723114, -5.434993, 2.882864)  0.078
H (-1.068555, -4.086592, 1.160499)  0.110
H (0.530317, -4.293351, 1.887092)  0.121
H (1.116358, -2.276640, 0.668382)  0.140
H (0.280206, -1.682138, 2.075378)  0.108
H (-1.164994, -2.032814, -0.286713)  0.110
H (-1.945436, -0.813516, 2.339250)  0.081
H (-2.523239, -2.329658, 1.589530)  0.134
H (-4.116126, -0.639620, 1.232303)  0.133
H (-3.522136, -1.192903, -0.269877)  0.130
H (-4.456617, 1.177435, -1.047188)  0.097
H (-3.684114, 2.555517, -0.246355)  0.092
H (-4.696944, 1.509070, 0.733404)  0.103

Atoms 1-3, force components in eV/Å:
-1.3 -0.6 -8.0
0.0 2.0 -0.1
-1.7 -0.7 -3.1